{"formula": "C11H7F9N2O9OsS2", "method": "ωB97M-V/def2-TZVPD", "homo_ha": [-0.3401, -0.3413], "charge": 0, "spin_multiplicity": 5, "homo_lumo_gap_ev": [8.8623, 7.0721], "species": ["Os", "C", "C", "O", "F", "C", "F", "F", "S", "C", "H", "H", "C", "H", "F", "O", "C", "C", "H", "O", "C", "H", "C", "C", "S", "O", "F", "O", "F", "H", "F", "O", "C", "F", "N", "F", "N", "O", "O", "H", "O"], "coordinates": [[0.077209, -0.952710, 0.421583], [-1.155478, 3.843309, 3.791362], [-0.411633, -3.376176, -2.505016], [-1.656669, 0.004921, 0.747030], [-0.433392, -3.971240, -1.285459], [-0.871507, 1.852024, 2.526774], [-3.001811, -0.819625, -1.802917], [-1.072967, -4.175572, -3.333280], [-1.498606, 0.215719, 2.231825], [0.207887, 2.430306, 1.866127], [1.664242, -1.122286, -1.963020], [3.057405, 0.109402, -2.206194], [-0.978920, -1.967783, -2.360426], [1.335015, 4.283687, 1.556626], [-3.199693, -2.909044, -2.317161], [-0.384378, -0.799838, 2.521887], [-0.153858, 4.480880, 3.086355], [-1.085401, -1.218017, -3.719187], [0.108322, 5.516170, 3.265408], [-0.180386, -1.142910, -1.631796], [0.599113, 3.783848, 2.168281], [-1.663475, 4.498078, 4.523420], [-2.417737, -2.020576, -1.730616], [2.830125, -1.848819, 0.520875], [1.376559, 1.680652, 0.737025], [0.654099, 1.472378, -0.513880], [-1.360276, 0.070986, -3.523874], [2.538748, 2.484861, 0.752554], [0.065661, -1.194660, -4.412863], [-2.435896, 2.158828, 3.979973], [-2.021104, -1.780173, -4.531619], [1.722593, 0.272052, 1.225111], [-1.566474, 2.577977, 3.505702], [0.817456, -3.372391, -3.005220], [2.709233, -0.776594, -1.720600], [-2.336813, -2.361400, -0.411970], [3.385708, -1.174124, -0.691806], [3.594092, -1.965133, 1.428663], [-2.699243, 0.151691, 2.976922], [4.216032, -0.680668, -0.383973], [1.626218, -2.258030, 0.217376]], "forces_ev_per_angstrom": [[0.09, -0.95, -1.10], [-0.61, 2.08, 0.85], [-0.17, -1.24, 0.23], [-0.61, 0.72, -0.06], [0.47, 0.32, -0.58], [0.19, 0.05, -0.08], [0.12, -0.43, 0.16], [-0.90, -0.01, -0.18], [1.09, -0.45, 0.61], [1.41, 1.44, 0.65], [2.17, 0.62, 1.14], [-0.71, -1.78, 0.92], [-0.73, 1.10, -0.13], [0.27, -0.24, 0.23], [-0.21, -0.20, -0.14], [-1.30, 0.90, -0.13], [0.92, -0.12, -0.20], [-0.34, 0.19, -1.19], [-0.19, -0.02, 0.17], [1.04, -0.19, 1.12], [-1.52, -1.39, -0.70], [0.02, -0.88, -0.30], [0.14, 0.14, 0.57], [-0.66, -0.69, -1.11], [-0.60, -2.41, -0.09], [0.02, 0.33, -0.20], [-0.53, -0.34, -0.01], [0.84, 0.94, -0.31], [0.20, -0.65, 0.26], [0.03, -0.18, 0.12], [0.45, 0.50, 0.59], [-0.26, 1.44, 0.32], [0.13, -0.57, -0.52], [0.92, 0.49, 0.64], [-1.65, 1.53, -2.25], [-0.05, 0.16, -0.75], [0.53, -0.19, 1.51], [-0.62, -0.10, -0.35], [-0.19, -0.60, 0.10], [0.20, 0.37, -0.68], [0.60, 0.31, 0.90]]}